No. 1
Formula: C25H61N11O15
Source: the Open Molecules 2025 dataset
Level of theory: ωB97M-V with the def2-TZVPD basis set

```
112
Properties=species:S:1:pos:R:3:forces:R:3:lowdin_charge:R:1
C -10.1577 -19.3313 -4.9897 0.3 -0.3 0.1 -0.375
O -10.7060 -19.0431 -6.0200 -0.5 0.6 -1.0 0.020
N -10.6103 -20.2498 -4.1218 0.7 -0.8 0.9 -0.172
C -11.8150 -21.0216 -4.3623 0.1 -0.5 -0.2 -0.042
C -9.8132 -20.5891 -2.9380 -0.4 0.7 0.1 -0.068
H -9.1987 -18.8749 -4.6885 -0.1 -0.1 0.1 0.103
H -12.5458 -20.8428 -3.5835 -0.2 0.2 0.3 0.079
H -11.6311 -22.1157 -4.3739 0.2 0.6 0.0 0.098
H -12.2528 -20.7610 -5.3225 0.1 0.2 0.0 0.083
H -8.9382 -19.9129 -2.8459 -0.7 -0.2 -0.1 0.072
H -10.4781 -20.5101 -2.0736 0.3 0.1 0.2 0.077
H -9.4343 -21.6032 -2.9192 0.0 -0.3 -0.4 0.073
C -6.0808 -16.3693 -2.3393 -0.1 0.5 -0.4 -0.350
O -6.6050 -17.3548 -1.8571 -0.1 -0.7 0.3 -0.033
N -6.0943 -16.0874 -3.6490 0.6 1.0 0.5 -0.184
C -5.4753 -14.8519 -4.1640 -0.5 -0.8 -0.1 -0.028
C -6.7303 -16.9347 -4.6148 0.4 -0.8 -0.6 -0.034
H -5.6116 -15.5933 -1.7032 0.1 -0.1 -0.2 0.148
H -4.7049 -15.0968 -4.9167 -0.3 0.2 0.4 0.101
H -5.0365 -14.3256 -3.3224 0.1 0.2 -0.1 0.082
H -6.2755 -14.2538 -4.6280 0.4 0.0 0.1 0.094
H -7.0622 -16.2691 -5.4141 -0.6 -0.4 0.1 0.099
H -6.0024 -17.6096 -5.0695 0.3 0.1 -0.2 0.092
H -7.4567 -17.6505 -4.2055 -0.2 0.9 0.1 0.071
C -10.1862 -23.7376 -0.0696 -0.8 -0.3 0.0 -0.365
O -9.6666 -22.8131 -0.6584 0.3 0.6 -0.7 -0.016
N -9.7021 -24.2651 1.0507 -0.7 -0.6 0.9 -0.176
C -8.5409 -23.7010 1.7155 -0.1 0.3 -0.4 -0.025
C -10.4345 -25.2545 1.8343 0.0 -0.3 0.0 -0.057
H -11.1598 -24.1898 -0.4026 0.6 0.1 0.2 0.152
H -7.8945 -23.3004 0.9386 0.6 -0.5 0.1 0.070
H -8.1333 -24.4476 2.4034 0.3 0.1 -0.5 0.098
H -8.7654 -22.8237 2.3124 -0.6 0.2 0.3 0.084
H -10.6099 -24.8418 2.8258 0.1 -0.2 0.1 0.077
H -11.4163 -25.5674 1.4587 0.3 0.6 -0.4 0.091
H -9.8329 -26.1664 1.8642 0.0 0.0 0.4 0.086
C -7.3570 -17.4349 2.9251 -1.2 -3.9 1.1 -0.387
O -7.0003 -16.3912 2.5371 1.2 4.1 -1.1 0.044
N -8.2380 -17.6529 3.9426 1.1 -2.6 -1.5 -0.187
C -8.7177 -19.0261 4.2650 -0.5 1.5 1.0 -0.019
C -8.6504 -16.5799 4.7217 -2.4 0.7 1.5 -0.085
H -6.9375 -18.3497 2.4764 -0.3 -0.4 0.1 0.127
H -8.3308 -19.8022 3.6266 0.3 0.1 -0.4 0.073
H -9.8173 -19.0725 4.2894 0.2 0.2 -0.6 0.069
H -8.4836 -19.2416 5.3113 0.5 -0.1 0.0 0.083
H -9.7048 -16.2767 4.4204 0.9 -0.3 0.8 0.113
H -8.5751 -16.8929 5.7934 -0.5 0.5 -0.6 0.104
H -8.0540 -15.7038 4.5940 0.6 0.4 -0.3 0.075
C -4.1876 -23.9273 -2.4655 -1.3 -1.6 0.6 -0.332
O -3.5340 -23.3906 -3.3250 0.1 0.4 -0.2 0.013
N -5.1500 -24.9112 -2.7005 0.2 0.2 1.1 -0.193
C -5.7210 -25.7186 -1.5971 -0.5 0.9 -0.6 -0.055
C -5.3711 -25.4288 -4.0314 2.1 0.0 -0.6 -0.067
H -4.1149 -23.7163 -1.3694 0.1 0.1 -0.6 0.132
H -6.7998 -25.7110 -1.7576 -0.2 -0.1 0.1 0.077
H -5.5679 -25.2401 -0.6160 0.3 -0.3 -0.4 0.085
H -5.4236 -26.7782 -1.6255 0.4 0.4 0.1 0.087
H -4.6958 -26.2898 -4.1737 -0.6 -0.3 0.1 0.095
H -6.3879 -25.6870 -4.3158 -0.1 0.2 0.4 0.088
H -4.8936 -24.7297 -4.7277 -0.7 0.2 0.0 0.084
C -9.2096 -16.9866 -0.0433 0.3 0.4 0.2 -0.347
O -9.5102 -17.7603 0.8416 -0.2 -0.8 0.6 -0.005
N -10.0519 -16.4724 -0.9347 -0.7 0.2 -0.4 -0.164
C -11.4715 -16.8402 -0.9127 -0.1 0.2 -1.3 -0.023
C -9.5774 -15.5551 -1.9691 -1.3 -0.1 -0.5 -0.035
H -8.2106 -16.5907 -0.1770 0.6 -0.1 0.1 0.117
H -11.7292 -17.2255 -1.9209 0.0 0.3 0.3 0.092
H -12.1168 -15.9515 -0.7321 0.4 -0.6 0.2 0.101
H -11.6804 -17.6781 -0.2430 0.3 0.5 0.3 0.065
H -10.0954 -14.5900 -1.8963 0.3 0.0 0.3 0.091
H -8.4985 -15.4317 -1.9893 -0.1 -0.1 0.3 0.068
H -9.9111 -15.9218 -2.9491 0.3 -0.2 0.1 0.090
C -11.9271 -21.3504 3.4128 -0.6 0.0 0.4 -0.355
O -11.8151 -22.5512 3.2710 0.4 -0.4 -0.5 0.006
N -11.8366 -20.4283 2.4385 0.1 1.6 -0.4 -0.148
C -11.5319 -20.7974 1.0669 -0.8 -0.5 0.0 -0.033
C -12.1554 -18.9972 2.6407 -0.2 -0.7 1.0 -0.054
H -12.1991 -20.9779 4.4160 0.2 0.5 -0.2 0.135
H -10.8582 -21.6187 1.0509 0.7 -0.5 0.1 0.042
H -11.0958 -19.9700 0.5415 0.3 0.5 -0.1 0.062
H -12.4114 -21.1455 0.4990 0.0 0.2 0.3 0.109
H -12.4753 -18.8338 3.6625 -0.1 -0.2 0.4 0.077
H -11.3490 -18.2902 2.4949 0.6 -0.3 -0.5 0.060
H -12.9981 -18.6942 2.0447 -0.3 0.0 -0.6 0.081
C -4.4556 -17.2579 0.7844 -0.4 0.3 0.5 0.026
N -3.2142 -16.5166 0.5508 0.9 0.7 0.9 -0.456
O -2.9710 -15.5409 1.2633 -0.3 -0.7 -0.6 0.048
O -2.4600 -16.9549 -0.2844 0.3 0.0 -0.5 0.062
H -4.2023 -18.0905 1.4553 -0.1 0.2 -0.4 0.103
H -4.8158 -17.6098 -0.1800 -0.1 -0.1 0.3 0.074
H -5.1083 -16.5412 1.2848 -0.3 -0.4 -0.1 0.080
C -5.3523 -20.7026 -3.4422 0.7 -0.6 -1.4 0.068
N -6.0786 -20.5845 -4.7678 3.1 0.2 -0.7 -0.423
O -5.4047 -20.5132 -5.8142 -1.1 -0.1 1.7 0.049
O -7.2575 -20.5060 -4.6955 -2.2 0.1 -0.3 0.062
H -5.8913 -21.4277 -2.8552 -0.4 0.1 0.3 0.073
H -5.3109 -19.6949 -3.0364 0.0 -0.1 0.2 0.093
H -4.3766 -21.1327 -3.6820 0.0 0.4 0.2 0.085
C -3.7504 -20.3851 4.9920 0.0 -0.7 0.5 0.055
N -5.0588 -21.1123 4.9333 1.0 2.3 -1.0 -0.494
O -5.4476 -21.6405 5.9143 -1.1 -1.3 1.8 0.093
O -5.5735 -21.0965 3.8448 -0.9 -0.4 -0.7 0.044
H -3.8141 -19.3966 4.5171 -0.1 -0.7 0.0 0.101
H -3.2101 -21.1502 4.4276 0.9 0.8 0.1 0.107
H -3.4585 -20.3252 6.0516 0.0 -0.1 -0.6 0.100
C -7.4109 -20.1556 -0.3100 0.7 0.6 0.1 0.065
N -6.1024 -20.8302 0.0274 -0.6 0.2 0.8 -0.407
O -5.3639 -20.2809 0.8269 -0.2 0.1 -0.6 0.043
O -5.9318 -21.9508 -0.3977 0.3 -0.3 -0.4 0.038
H -8.0006 -20.8398 -0.8918 -0.2 -0.4 0.0 0.060
H -7.2141 -19.2186 -0.8699 0.1 -0.5 0.5 0.078
H -7.8350 -19.9521 0.6745 -0.2 0.2 -0.3 0.090
```
Forces are in eV/Å.

Results
multiplicity	1
E_LUMO	0.3459	eV
relative energy (zero: lowest compared OMol25 entry of this formula, charge and spin)	0.000	eV
HOMO	-9.02	eV
SMILES string	C[N+](=O)[O-].C[N+](=O)[O-].C[N+](=O)[O-].C[N+](=O)[O-].CN(C)C=O.CN(C)C=O.CN(C)C=O.CN(C)C=O.CN(C)C=O.CN(C)C=O.CN(C)C=O

***

No. 2
Formula: C25H62NO15P3Si
Source: the Open Molecules 2025 dataset
Level of theory: ωB97M-V with the def2-TZVPD basis set

```
107
Properties=species:S:1:pos:R:3:forces:R:3:lowdin_charge:R:1
C 4.1482 -0.9553 -1.2638 0.9 0.2 -0.3 -0.100
C 3.5935 -1.8086 -2.4995 0.9 0.4 0.2 -0.326
O 2.7714 -2.9572 -2.0982 -1.5 1.8 -0.8 -0.275
Si 1.1409 -2.4536 -2.3572 0.5 -1.1 -0.3 0.493
N 0.7505 -2.0671 -4.0710 -0.8 0.9 1.5 -0.097
C -0.1780 -3.7310 -1.7824 -0.7 -0.6 0.7 -0.215
C -1.3735 -2.8456 -1.1147 2.5 -0.1 -1.0 -0.264
O -2.6972 -3.3758 -1.4130 -1.2 3.0 0.8 -0.068
C -3.5947 -2.3039 -1.0286 -0.3 1.9 2.2 -0.361
O -3.3748 -1.5821 -0.0194 -0.3 -2.9 -3.5 0.030
C -4.9087 -1.9249 -1.8745 -0.1 -0.3 0.2 -0.128
C -4.9773 -0.3322 -2.1906 -0.1 -0.5 0.4 -0.103
H 4.2442 0.1567 -1.5487 -0.3 -1.7 0.4 0.082
H 3.5293 -1.0237 -0.3136 0.7 -0.1 -1.3 0.076
H 5.2259 -1.2999 -1.0586 -1.7 0.4 0.0 0.078
H 4.4845 -2.2490 -3.0697 -1.4 0.8 0.6 0.127
H 3.0268 -1.0801 -3.1880 0.7 -1.2 0.8 0.089
H 0.9474 -1.2141 -1.5642 0.1 0.0 0.1 0.028
H 0.7751 -1.0264 -4.1023 0.1 -0.9 -0.4 0.024
H -0.2672 -2.2719 -4.1570 0.9 0.0 -0.2 0.026
H 0.2741 -4.4389 -0.9919 -0.8 0.9 -1.3 0.084
H -0.5830 -4.3585 -2.6621 0.7 1.0 1.3 0.095
H -1.1244 -2.7697 -0.0089 -0.8 0.1 -1.4 0.127
H -1.3033 -1.8215 -1.6359 -0.3 -1.3 1.2 0.102
H -5.8057 -2.1325 -1.1812 1.5 0.0 -1.0 0.124
H -5.0224 -2.5543 -2.8228 0.2 0.9 1.4 0.114
H -6.0811 -0.0350 -2.3073 1.7 -0.5 -0.1 0.084
H -4.3806 -0.0994 -3.1317 -0.9 -0.1 1.3 0.078
H -4.5891 0.2714 -1.2995 -0.4 -1.0 -1.3 0.075
O 9.6511 2.2314 0.6050 0.3 3.8 2.2 -0.236
P 8.2531 2.7566 0.9415 -3.5 -7.5 -4.2 0.698
O 7.7026 1.3597 1.6474 0.3 0.4 0.6 -0.232
C 8.2773 0.9319 2.8712 0.0 -0.3 0.2 -0.300
C 7.8570 1.8164 4.0293 0.0 0.0 0.1 -0.084
O 7.5995 2.5201 -0.5656 0.1 1.3 0.5 -0.225
C 8.4479 2.3991 -1.7052 0.3 -0.3 -0.2 -0.299
C 8.8558 0.9544 -1.9446 -0.1 -0.3 -0.1 -0.076
O 6.7323 3.4395 1.3500 2.9 2.2 0.6 -0.194
C 6.6796 4.5584 2.2268 -0.5 0.4 0.4 -0.309
C 7.8121 5.5500 2.0472 -0.1 0.0 -0.2 -0.088
H 9.3681 0.8927 2.7883 0.0 0.0 0.0 0.108
H 7.9245 -0.0868 3.0510 0.0 0.1 -0.2 0.119
H 8.3042 2.8097 3.9349 0.1 0.1 0.1 0.064
H 8.1826 1.3932 4.9824 0.0 0.0 -0.1 0.080
H 6.7720 1.9369 4.0518 0.0 -0.1 0.0 0.082
H 9.3182 3.0498 -1.6057 0.0 -0.1 0.1 0.101
H 7.8871 2.7616 -2.5729 -0.1 0.0 0.2 0.115
H 9.1795 0.4501 -1.0329 0.1 0.3 0.0 0.070
H 9.6651 0.8980 -2.6777 -0.1 0.0 0.0 0.078
H 8.0064 0.3808 -2.3256 0.0 0.1 0.0 0.070
H 6.6406 4.2054 3.2599 0.1 0.0 0.0 0.094
H 5.7300 5.0669 2.0371 0.0 -0.1 -0.1 0.123
H 8.7899 5.0745 2.1889 0.0 0.0 0.1 0.067
H 7.7244 6.3606 2.7736 0.1 -0.1 -0.1 0.085
H 7.7955 5.9767 1.0414 0.0 0.0 0.1 0.087
O -5.7825 6.4123 -1.5826 2.2 2.4 -2.9 -0.237
P -5.5707 5.6534 -2.8951 -4.5 -7.0 3.6 0.695
O -7.1623 5.2786 -3.1759 0.3 0.7 -0.4 -0.227
C -8.0763 6.3230 -3.4670 -0.3 0.1 0.0 -0.300
C -7.8502 6.8985 -4.8518 0.0 0.1 -0.1 -0.084
O -5.1081 4.2143 -2.2107 0.9 0.7 -0.8 -0.227
C -4.6409 4.1769 -0.8637 -0.1 0.0 0.4 -0.299
C -5.7852 3.9728 0.1158 -0.2 -0.2 0.1 -0.075
O -5.2015 4.9001 -4.3926 1.6 3.2 0.7 -0.194
C -4.6098 5.6662 -5.4351 0.2 0.0 -0.7 -0.309
C -3.6087 6.7015 -4.9619 0.1 -0.2 0.1 -0.088
H -8.0157 7.1072 -2.7057 0.0 0.0 0.0 0.109
H -9.0798 5.8928 -3.4164 0.1 -0.1 0.1 0.119
H -6.9037 7.4447 -4.8900 0.0 0.1 0.0 0.063
H -8.6481 7.5946 -5.1208 0.1 0.0 0.0 0.080
H -7.8106 6.1045 -5.6003 -0.1 0.0 0.1 0.082
H -4.0699 5.0772 -0.6309 -0.2 0.0 0.0 0.101
H -3.9436 3.3369 -0.7793 -0.1 0.0 -0.3 0.112
H -6.6401 4.6178 -0.0926 0.2 0.2 0.0 0.071
H -5.4536 4.1577 1.1412 0.0 0.0 -0.1 0.079
H -6.1556 2.9458 0.0544 0.1 0.0 0.0 0.071
H -5.3973 6.1383 -6.0270 0.0 0.1 0.0 0.095
H -4.1029 4.9610 -6.0999 -0.1 -0.1 0.1 0.123
H -4.0634 7.4096 -4.2589 -0.1 0.1 0.0 0.067
H -3.2233 7.2711 -5.8102 0.0 0.0 0.1 0.085
H -2.7700 6.2221 -4.4511 0.0 0.0 0.0 0.087
O -1.2824 -7.8921 3.7269 -0.8 2.4 -3.5 -0.241
P -1.8485 -6.5149 4.0825 0.6 -2.2 8.7 0.696
O -0.6374 -6.0558 5.1198 0.1 0.3 -0.8 -0.227
C 0.6630 -5.8270 4.6031 0.3 0.0 0.1 -0.300
C 0.7264 -4.5520 3.7839 0.0 0.1 -0.1 -0.083
O -2.9400 -7.0440 5.2151 -0.4 0.6 -1.2 -0.224
C -3.3520 -8.4087 5.2322 0.1 -0.4 0.1 -0.300
C -2.4376 -9.2555 6.1025 0.1 0.0 0.3 -0.079
O -2.5511 -4.9694 4.3298 0.2 -1.3 -3.4 -0.191
C -2.7106 -4.0883 3.2240 -0.2 0.7 -0.2 -0.299
C -3.0819 -4.7741 1.9248 -0.2 -0.1 0.1 -0.074
H 0.9958 -6.6858 4.0114 0.0 0.0 0.0 0.108
H 1.3360 -5.7374 5.4597 -0.2 -0.1 0.0 0.119
H 0.1592 -4.6642 2.8558 0.0 0.0 -0.1 0.060
H 1.7579 -4.3096 3.5175 -0.1 0.0 0.0 0.080
H 0.3011 -3.7129 4.3384 0.0 -0.1 0.0 0.083
H -3.4155 -8.8024 4.2163 0.1 0.0 0.1 0.101
H -4.3670 -8.4410 5.6414 0.1 0.3 0.0 0.114
H -1.3800 -9.0619 5.9177 -0.1 0.0 -0.3 0.069
H -2.6282 -10.3202 5.9414 0.0 0.1 0.0 0.077
H -2.6088 -9.0318 7.1589 -0.1 0.0 -0.1 0.074
H -1.7996 -3.4988 3.0982 0.1 0.0 0.0 0.095
H -3.5020 -3.3821 3.4907 0.1 -0.1 0.1 0.126
H -2.3338 -5.5231 1.6371 0.1 0.0 0.0 0.071
H -3.1538 -4.0428 1.1175 0.0 -0.1 0.1 0.055
H -4.0423 -5.2869 2.0204 0.0 0.0 0.0 0.091
```
Forces are in eV/Å.

Results
multiplicity	1
E_LUMO	-1.4239	eV
relative energy (zero: lowest compared OMol25 entry of this formula, charge and spin)	4.735	eV
HOMO	-9.70	eV
SMILES string	CCO[Si@@H](N)CCOC(=O)CC.CCOP(=O)(OCC)OCC.CCOP(=O)(OCC)OCC.CCOP(=O)(OCC)OCC

***

Look up the E_LUMO of the second one.
-1.4239 eV

***

What is the HOMO in the first record?
-9.02 eV

***

What is the formula in the second record?
C25H62NO15P3Si